Here is a structure of composition C31H50F5N6O3PRbSSi in a non-equilibrium geometry from the OMol25 dataset. Energies are from ωB97M-V/def2-TZVPD.

The geometry in XYZ format:
```
99
Properties=species:S:1:pos:R:3:mulliken_charge:R:1
H -0.27085 -4.79416 -4.12458 0.51
H -2.35229 -1.70930 -3.63032 0.21
C 4.97148 1.65457 2.15289 -0.86
C 1.91873 -0.73419 5.01634 0.14
C 2.26694 -3.17933 -0.04205 -0.34
H -4.61486 -0.59767 -3.36694 0.40
C 3.13420 -4.27434 -0.66547 -0.66
C 3.45380 0.30789 -2.29126 -0.36
H 5.18320 2.59242 1.63527 0.35
H 0.65146 -0.06969 -2.86330 -0.68
H 5.10208 -2.78485 0.51895 0.39
H 2.69742 0.91465 -4.22815 0.27
H -3.65982 -3.72499 -2.90934 0.37
H 4.97928 -0.44298 1.59666 0.27
S -0.25087 2.60410 4.56783 -0.48
C 2.92217 1.37033 -3.26191 -0.79
C -6.08152 3.11747 3.11557 -0.51
H -4.31187 2.63058 4.29565 0.43
C -1.43784 -2.28601 -3.72487 -0.74
H -6.58778 3.73260 3.86501 0.36
H -0.26112 -5.28624 -2.42559 0.45
C -3.80678 1.06626 2.38390 0.68
H -6.18306 1.96303 0.74900 0.32
Si -3.17674 1.32214 -2.38705 0.50
C -4.26061 2.92206 0.95204 0.44
H -3.83935 3.93086 0.91712 0.09
Rb -1.24175 -0.29721 1.30216 0.78
H 3.52470 0.92587 3.57297 -0.43
N -3.67164 -0.06607 2.54107 -0.81
H 0.36098 0.62365 -1.26015 0.13
H -0.61284 -1.65888 -3.39794 -0.23
H 3.96169 -0.50397 -2.82425 0.10
H -3.90274 3.72942 -2.50749 0.32
H 5.79243 1.43304 2.83070 0.40
C -2.79274 -4.33739 -3.14288 -1.96
H -2.85451 0.97556 -4.88393 0.40
H 1.84511 2.50861 -1.76878 0.33
O 1.03779 -0.67927 0.64537 -0.32
H 5.14268 -4.07112 -1.53114 0.44
C -4.56435 3.09336 3.34110 -0.66
H -2.83720 -4.61200 -4.19451 0.44
H 2.57807 -4.89906 -1.36410 0.31
C -1.52347 -3.15381 -1.46612 -0.57
H -5.24751 2.75714 -1.96885 0.17
H 3.48831 2.68622 3.39064 0.55
C 1.10259 0.50499 -2.04746 0.09
H -6.46431 2.08370 3.16096 0.30
P 2.37645 -0.56684 0.07670 -1.23
C 4.73834 0.52697 1.14647 -0.55
C 2.91508 -0.35725 5.91455 0.53
H -3.80119 2.31749 0.16776 -0.29
H 1.78828 -3.49362 0.88771 0.28
H 3.63478 2.17950 -3.41665 0.43
C 0.90362 1.50360 5.09539 0.42
H 1.48206 -2.87184 -0.73986 -0.05
H -4.82067 2.78896 -3.66649 0.39
H -1.34851 0.69563 -4.02676 0.17
H -1.29466 -2.54427 -4.77226 0.45
C -4.41169 2.78085 -2.66021 -1.21
H 5.36375 0.65210 0.25418 0.17
F 0.01341 -0.24925 3.73552 -0.31
N -3.94810 2.35719 2.25380 0.14
O -2.31221 1.41331 -1.10234 -0.66
N 2.28793 -0.20759 -1.57653 0.73
F 1.95056 3.07923 6.55964 -0.39
C 4.48872 -2.37808 -0.29880 -0.48
H -4.17314 4.11470 3.31961 0.27
F 3.84315 1.31358 7.30709 -0.35
C -0.26930 -4.43051 -3.09871 -1.73
H -3.68156 -1.09075 -1.95097 0.04
C 4.25008 -3.47756 -1.33377 -0.66
H 3.89441 -3.04491 -2.27040 0.18
H -2.83512 -5.24295 -2.54025 0.42
C -5.78033 2.98672 0.79366 -0.51
C 1.62968 1.82441 -2.59074 -0.61
C 2.65270 1.56548 1.70219 -0.54
H -1.88778 2.32957 -4.33332 0.40
C -2.22966 1.33083 -4.06873 -1.11
H -6.06036 3.53296 -0.10792 0.33
C -1.50570 -3.55180 -2.86208 2.88
C 1.91747 1.83602 6.03219 0.18
H 0.92704 2.29401 -3.27387 0.36
F 1.91257 -1.98938 4.51801 -0.40
H 3.55621 -4.91717 0.10775 0.35
N 3.32289 0.61777 0.80565 0.95
C 3.62611 1.74597 2.86095 -0.06
H 4.98810 -1.50170 -0.70708 0.20
O -6.39196 3.68910 1.86388 -0.43
C 2.89079 0.94221 6.42145 0.43
C -4.25827 -0.27808 -2.38994 -1.05
H 1.68309 1.18681 2.02366 0.12
C 0.95522 0.16720 4.62672 -0.24
H 4.16657 0.75893 -1.59496 0.16
N 3.17194 -2.04594 0.21867 0.41
H -5.13029 -0.14307 -1.75536 0.45
H 0.63895 -3.85512 -2.93554 0.18
H 2.49897 2.52369 1.18521 0.17
F 3.88806 -1.23068 6.28056 -0.36
N -1.52322 -2.87444 -0.35821 -0.51
```

Results
net charge	-1
relative energy (zero: lowest compared OMol25 entry of this formula, charge and spin)	35.4	kcal per mole
highest occupied orbital energy	-4.02	eV
calculated total energy	-3318.14553	hartree